(1)
19
Properties=species:S:1:pos:R:3:forces:R:3:nbo_charge:R:1 method="wB97M-V/def2-TZVPD" multiplicity=1 e_homo_ev=-8.537 e_above_lowest_ev=1.818 mol_weight_da=100.2 charge=0
H -0.49458 2.44346 0.32847 0.3 -0.2 0.1 0.47
H -0.26327 -0.04200 -1.57926 0.3 -0.1 0.0 0.19
H 0.69746 -0.66099 1.24624 0.0 -0.2 0.0 0.20
H 2.69348 0.71408 0.78823 -0.1 -0.6 0.3 0.21
C 2.14528 1.31785 -1.06933 0.0 -0.5 -0.3 -0.35
C -1.54342 -2.06457 0.98833 -0.1 -0.1 0.4 -0.61
O -0.01897 3.24684 0.57579 -0.6 0.1 -0.2 -0.93
C -0.22602 -0.52508 -0.60432 -0.1 0.0 -0.5 -0.15
C -1.28200 -1.57295 -0.43799 -0.5 -0.3 0.7 -0.44
H 3.10929 1.73751 -1.29006 0.1 0.5 0.2 0.20
H -2.60149 -2.17537 1.18547 -0.4 0.2 -0.1 0.21
H -1.04535 -2.45718 -1.03833 0.2 0.2 -0.2 0.22
H -1.16961 -3.06316 1.19298 0.5 0.0 -0.1 0.21
H -2.23278 -1.21034 -0.82514 0.0 0.2 -0.3 0.21
C 0.72752 -0.20480 0.26212 0.3 -0.3 0.8 -0.25
H 1.40454 1.38423 -1.85445 0.0 0.0 -0.1 0.18
C 1.93052 0.60136 0.02941 -0.1 1.0 -0.6 -0.23
H -0.67014 3.92249 0.34652 0.2 0.2 0.1 0.46
H -1.16046 -1.39138 1.75531 0.0 0.0 -0.1 0.21



(2)
19
Properties=species:S:1:pos:R:3:forces:R:3:nbo_charge:R:1 method="wB97M-V/def2-TZVPD" multiplicity=1 e_homo_ev=-9.015 e_above_lowest_ev=2.203 mol_weight_da=100.2 charge=0
H 2.57293 1.06958 -0.92157 0.1 0.3 -0.1 0.25
C -1.60452 -1.25835 1.70625 0.2 0.0 0.0 -0.61
O 2.17488 -0.94832 0.02029 -0.1 -0.6 -0.2 -0.61
H -2.64151 -1.60661 1.80742 0.3 0.1 -0.1 0.21
H -2.21099 0.54900 0.72374 -0.2 -0.2 0.0 0.21
H 0.40062 -1.69376 -0.70246 0.2 -0.3 0.3 0.12
H 1.84524 1.49693 -2.48507 -0.1 -0.1 0.2 0.22
H -0.32904 1.42710 -0.08521 -1.3 1.5 1.5 0.25
H -1.32562 -0.79958 2.66130 0.0 0.0 -0.2 0.21
H -0.22056 0.37589 -1.85856 0.5 -0.4 0.3 0.22
H 1.48098 2.47514 -1.06205 -0.3 -0.4 0.1 0.21
C 1.11651 -0.86463 -0.57470 1.0 -0.7 -1.3 0.41
C -1.49711 -0.26102 0.54573 -0.1 0.1 -0.1 -0.41
H 0.48476 0.57466 1.19857 0.0 -0.4 -0.5 0.24
C 1.66762 1.44516 -1.40339 0.0 -0.2 0.1 -0.64
C -0.15485 0.45247 0.31816 -0.7 1.9 -0.4 -0.42
H -0.96999 -2.13850 1.56126 0.0 0.1 0.0 0.21
H -1.81548 -0.75780 -0.38015 0.0 0.1 0.1 0.20
C 0.59893 0.38825 -1.12100 0.5 -0.9 0.2 -0.28



(3)
19
Properties=species:S:1:pos:R:3:forces:R:3:nbo_charge:R:1 method="wB97M-V/def2-TZVPD" multiplicity=1 e_homo_ev=-9.677 e_above_lowest_ev=1.527 mol_weight_da=100.2 charge=0
C -1.59096 -0.47591 -0.95436 -0.2 -0.1 -0.2 -0.06
O -0.74520 0.40320 -0.24913 -0.1 0.0 0.0 -0.55
H 1.48328 0.31408 2.67511 0.0 -0.1 -0.2 0.22
C 0.60333 0.33772 -0.65784 0.3 0.0 0.0 -0.06
H 0.86800 -0.69233 -0.95497 -0.1 0.1 0.1 0.16
H -3.72827 -0.72777 -1.18393 0.1 0.1 0.1 0.21
C 1.48383 -0.13488 1.68665 -0.1 -0.1 0.1 -0.41
C -3.02339 -0.08733 -0.64504 0.0 0.0 0.0 -0.62
H 0.74825 0.98173 -1.53957 0.0 -0.1 0.1 0.17
H -1.38277 -1.51931 -0.65478 0.0 0.2 0.0 0.16
H 1.49612 1.83963 0.68253 0.0 -0.2 0.0 0.22
H -3.21860 -0.17442 0.42768 0.0 0.0 -0.1 0.21
H 3.55874 0.53150 1.22974 -0.1 -0.1 -0.1 0.22
C 2.70964 -0.01433 0.82956 0.2 0.0 0.0 -0.42
H -1.40039 -0.40780 -2.03743 0.0 0.0 0.1 0.16
H -3.19820 0.95306 -0.93715 0.0 -0.2 0.0 0.21
C 1.47156 0.76886 0.49296 -0.1 0.1 -0.1 -0.25
H 0.89009 -1.04201 1.59941 0.1 0.1 0.1 0.21
H 2.97493 -0.85369 0.19055 -0.1 0.2 0.1 0.21



(4)
19
Properties=species:S:1:pos:R:3:forces:R:3:nbo_charge:R:1 method="wB97M-V/def2-TZVPD" multiplicity=1 e_homo_ev=-8.060 e_above_lowest_ev=3.290 mol_weight_da=100.2 charge=0
H -2.29528 -0.98360 2.12951 -0.3 -0.5 0.3 0.22
O 4.19968 -2.56894 -3.68235 0.1 0.2 -0.3 -0.93
H -0.81332 2.02650 3.11705 -1.1 0.1 -1.0 0.20
C -1.03928 0.55898 1.43869 1.6 2.5 -0.5 0.05
H -1.18247 -0.14126 3.24408 0.0 -1.7 -0.3 0.23
H 4.57790 -1.95568 -4.32658 0.0 -0.1 0.2 0.47
H -0.72592 -1.09708 -0.68039 -0.3 -0.2 -0.4 0.19
H -0.57541 -1.59701 2.17561 -0.5 1.3 -0.2 0.24
H 0.79311 1.08855 -2.32820 -0.2 -1.6 0.2 0.20
H 3.48419 -2.97664 -4.17445 -0.2 -0.2 0.0 0.47
C 0.39191 0.05574 -2.08096 -1.9 1.2 2.0 -0.41
C -0.36054 0.78869 0.30486 -0.4 -1.2 -2.6 -0.25
C -0.34487 -0.11325 -0.92167 2.9 0.3 0.5 -0.20
C -1.25698 -0.70762 2.26597 -0.4 1.9 0.3 -0.67
H -1.47233 2.87271 1.68711 1.1 1.8 -2.1 0.22
H 0.15205 1.74213 0.19151 -0.6 0.2 -0.3 0.19
C -1.38944 1.95041 2.13261 -1.4 -4.4 3.2 -0.65
H -2.52147 1.82681 2.29484 1.3 -0.1 0.8 0.21
H 0.37848 -0.76945 -2.78722 0.2 0.4 -0.2 0.20



(5)
19
Properties=species:S:1:pos:R:3:forces:R:3:nbo_charge:R:1 method="wB97M-V/def2-TZVPD" multiplicity=1 e_homo_ev=-8.333 e_above_lowest_ev=2.834 mol_weight_da=100.2 charge=0
H 0.92534 -3.31642 -0.07273 0.2 0.1 0.1 0.21
C 0.41139 1.40075 -2.62527 0.5 1.1 0.6 -0.68
H 0.23206 2.16452 0.43579 -0.7 -1.6 -0.3 0.23
H -1.15492 1.11775 1.02593 1.2 -0.4 -0.2 0.22
H 0.94471 -0.81270 -2.20362 -1.0 1.5 0.1 0.21
C 1.05885 -2.25144 -0.20999 -1.6 1.4 1.4 -0.41
H -1.17618 1.60555 -0.60222 1.3 -0.1 1.2 0.22
C 0.49554 0.14690 -1.78479 0.4 -1.6 1.7 -0.13
H -0.80483 -1.59883 0.60585 -0.1 0.1 -0.1 0.20
H 1.40531 1.59844 -3.06845 -0.3 0.0 0.2 0.23
H -1.11052 -0.73385 3.98628 -0.8 0.0 2.2 0.49
H -0.30806 1.57918 -3.46274 0.2 -1.1 0.7 0.23
C 0.11963 -1.31789 0.10556 1.1 -1.3 -0.2 -0.19
H -1.86131 -0.86056 5.49380 0.3 -0.1 -1.2 0.48
H 0.19580 2.22784 -1.92056 0.4 -0.2 -0.6 0.22
C 0.21953 0.05177 -0.40620 0.0 0.3 -3.7 -0.08
O -1.16265 -0.45881 4.94918 0.5 0.1 -1.0 -0.97
H 1.98624 -1.79068 -0.44071 1.0 -0.4 -0.8 0.20
C -0.41596 1.24846 0.19490 -2.5 2.4 -0.1 -0.66



(6)
19
Properties=species:S:1:pos:R:3:forces:R:3:mulliken_spin:R:1 method="wB97M-V/def2-TZVPD" multiplicity=2 s_squared=0.7528 e_homo_ev="-13.892 / -13.882" e_above_lowest_ev=1.888 mol_weight_da=100.2 charge=+1
H 0.40648 0.01474 -1.81629 -0.1 0.3 -0.2 -0.01
C -0.85233 1.18985 -0.47786 0.4 -1.6 -0.4 0.00
H -2.23736 1.81770 1.80090 -0.3 -0.3 0.6 0.00
H 1.37096 1.14752 -0.93839 -0.2 0.3 0.2 0.01
C 0.49297 0.50664 -0.84354 -0.9 -0.1 -0.4 0.05
H 2.02563 -3.13471 -0.03455 0.0 -0.4 -0.2 0.03
C 0.33226 -1.92729 -0.28405 -1.0 3.6 0.2 0.27
H 1.98881 -0.66224 0.10766 -0.4 -0.2 0.8 0.00
H -1.30564 1.54660 -1.40790 -0.1 0.3 0.4 0.00
H 0.43461 -4.04260 -0.54342 0.1 -0.4 -0.1 0.03
H -1.45744 0.31470 -0.10158 0.0 1.0 -0.5 0.00
H 0.34182 2.28909 0.95180 -0.8 -0.1 -0.2 0.00
C -0.74276 2.13726 0.70220 1.5 0.1 1.2 0.00
H -0.69078 -1.64901 -0.54152 -0.3 -1.6 -0.4 0.02
H -1.13707 3.14587 0.59580 -0.2 -0.1 -0.5 0.00
C 0.98069 -3.14336 -0.33239 0.3 -0.2 0.5 0.49
H 0.48878 -0.47072 1.15493 0.2 0.3 0.0 0.08
C 0.88153 -0.61885 0.12720 2.1 -1.3 -0.1 0.02
O -1.32115 1.53879 1.88102 0.0 0.5 -0.8 0.00